1.
Molecular formula: C5H14O3
Method: DFT, ωB97M-V with the def2-TZVPD basis set

<S²>: 0.79
2S+1: 2
Net charge: -1
DFT total energy, eV: -11553.094

```
22
C5H14O3 ωB97M-V with the def2-TZVPD basis set
C 1.96 -0.34 0.45
C 1.30 -0.61 -0.85
C 0.09 -0.21 -1.35
C -0.17 0.35 -2.61
C -1.60 0.55 -3.01
H 1.82 -1.11 1.21
H 3.05 -0.38 0.28
H 1.99 -1.01 -1.60
H -0.80 -0.26 -0.72
H 0.60 0.80 -3.20
H -1.93 1.53 -3.34
H -2.19 0.33 -2.12
H -2.09 -0.18 -3.67
H -0.46 1.25 2.85
H -1.49 2.43 2.81
O -0.70 2.15 2.33
H 1.76 0.61 0.94
H -0.11 -0.57 3.93
O 0.01 -0.07 3.14
H -0.40 -1.17 2.06
H 0.09 -2.22 1.08
O -0.74 -1.88 1.40
```

2.
Molecular formula: C25H76N10O13
Method: DFT, ωB97M-V with the def2-TZVPD basis set

Net charge: 0
DFT total energy, eV: -68668.888

```
124
C25H76N10O13 ωB97M-V with the def2-TZVPD basis set
C 18.04 8.60 -5.94
O 17.74 8.37 -7.36
H 17.09 8.71 -5.39
H 18.68 9.45 -5.76
H 18.55 7.68 -5.50
H 17.12 9.08 -7.62
C 17.16 10.69 -3.44
O 16.08 10.92 -4.32
H 16.91 11.02 -2.48
H 18.09 11.19 -3.70
H 17.35 9.65 -3.32
H 15.32 10.55 -3.94
C 17.50 11.30 -7.65
O 18.39 11.51 -8.71
N 16.43 10.59 -7.90
N 17.63 11.69 -6.46
H 16.26 10.33 -8.85
H 15.69 10.63 -7.24
H 18.61 12.00 -6.23
H 17.03 11.51 -5.68
C 19.61 7.11 -10.79
O 20.08 7.45 -12.04
N 20.10 6.05 -10.17
N 18.62 7.72 -10.21
H 20.79 5.56 -10.72
H 19.73 5.60 -9.30
H 18.26 8.60 -10.62
H 18.33 7.41 -9.29
C 18.08 6.70 -2.21
O 17.46 7.09 -3.39
N 18.80 7.41 -1.44
N 17.96 5.49 -1.75
H 18.95 8.37 -1.67
H 19.55 6.97 -0.87
H 17.28 4.84 -2.18
H 18.26 5.33 -0.81
C 17.50 4.84 -7.29
O 18.53 5.02 -8.20
N 17.04 3.68 -6.91
N 16.86 5.83 -6.75
H 17.66 2.89 -7.07
H 16.37 3.53 -6.12
H 17.02 6.81 -7.01
H 16.32 5.71 -5.83
C 15.56 4.43 -4.11
O 16.30 4.02 -3.06
N 15.40 5.67 -4.46
N 15.07 3.57 -4.90
H 15.93 6.44 -4.05
H 14.57 5.81 -5.02
H 15.17 2.57 -4.59
H 14.51 3.69 -5.75
C 14.10 8.26 -10.50
C 15.29 7.40 -10.33
C 14.88 6.05 -9.81
O 16.08 7.24 -11.28
H 14.35 9.14 -11.07
H 13.68 8.49 -9.51
H 13.40 7.63 -10.99
H 15.86 7.93 -9.61
H 15.77 5.56 -9.46
H 14.41 5.42 -10.54
H 14.21 6.21 -8.99
H 16.97 7.14 -10.94
C 19.99 13.61 -4.73
C 20.87 12.56 -5.36
C 21.03 11.38 -4.42
O 20.34 12.06 -6.38
H 20.32 14.08 -3.82
H 19.04 13.14 -4.58
H 19.83 14.43 -5.43
H 21.82 12.98 -5.66
H 20.12 10.79 -4.37
H 21.19 11.74 -3.42
H 21.82 10.62 -4.63
H 21.01 12.08 -7.07
C 12.17 7.51 -5.62
C 13.08 6.89 -6.69
C 14.25 7.87 -6.83
O 13.52 5.79 -6.33
H 11.90 8.55 -5.66
H 12.64 7.32 -4.63
H 11.18 7.04 -5.63
H 12.68 6.84 -7.70
H 13.96 8.77 -7.24
H 15.04 7.59 -7.50
H 14.68 8.15 -5.84
H 13.71 5.18 -7.06
C 21.35 7.49 -7.54
C 21.29 8.97 -7.23
C 22.69 9.53 -7.02
O 20.64 9.68 -7.99
H 21.73 6.94 -6.64
H 21.88 7.11 -8.38
H 20.30 7.12 -7.57
H 20.83 9.03 -6.23
H 23.35 9.43 -7.92
H 23.26 8.98 -6.26
H 22.65 10.55 -6.70
H 19.71 9.54 -7.75
C 14.79 8.39 -2.76
C 13.63 9.34 -2.65
C 13.47 9.89 -1.20
O 13.49 10.34 -3.38
H 15.61 8.80 -2.20
H 15.08 8.31 -3.80
H 14.56 7.39 -2.34
H 12.81 8.61 -2.95
H 14.02 10.77 -0.82
H 13.65 9.05 -0.50
H 12.39 9.96 -1.06
H 12.57 10.40 -3.58
C 20.23 5.59 -4.94
C 19.41 4.36 -4.54
C 20.06 3.16 -5.29
O 19.37 4.01 -3.35
H 21.31 5.48 -4.95
H 20.03 6.47 -4.37
H 19.97 5.74 -6.01
H 18.35 4.49 -4.82
H 21.03 2.82 -4.90
H 20.22 3.43 -6.37
H 19.50 2.23 -5.26
H 18.96 4.66 -2.81
```

3.
Molecular formula: C4H2F2O
Method: DFT, ωB97M-V with the def2-TZVPD basis set

Net charge: 0
DFT total energy, eV: -11658.161

```
9
C4H2F2O ωB97M-V with the def2-TZVPD basis set
C 0.53 -0.68 0.16
C 0.77 0.69 0.00
C -0.85 -1.03 0.12
C -0.14 1.62 -0.22
O -1.78 -0.30 -0.03
F -0.96 -2.38 0.01
F -0.65 2.70 0.17
H 1.25 -1.55 0.16
H 1.84 0.94 -0.37
```

4.
Molecular formula: C14H11F6N7O9S7Sr
Method: DFT, ωB97M-V with the def2-TZVPD basis set

Net charge: -2
DFT total energy, eV: -136551.154

```
55
C14H11F6N7O9S7Sr ωB97M-V with the def2-TZVPD basis set
Sr 0.67 0.05 -0.67
O 2.96 7.09 -0.42
C 2.56 5.94 -0.49
S 1.16 5.31 0.37
C 1.23 3.63 -0.21
C 2.22 3.35 -1.07
S 2.66 1.85 -1.87
S 3.30 4.69 -1.48
S -0.04 2.64 0.48
C 4.14 1.87 1.32
C 3.55 0.62 1.85
N 2.43 0.05 1.44
C 2.23 -1.05 2.24
C 3.27 -1.17 3.12
N 4.09 -0.10 2.86
C 3.64 -2.10 4.21
O 2.82 -3.10 4.45
O 4.67 -1.92 4.84
C 0.98 -1.85 2.14
O 0.87 -2.87 2.86
O 0.14 -1.45 1.30
H 3.35 2.61 1.18
H 4.59 1.71 0.34
H 4.89 2.26 2.01
H 4.93 0.10 3.38
H 2.01 -3.05 3.80
C -3.64 -2.13 3.04
C -4.23 -1.64 1.78
N -5.26 -2.13 1.16
N -5.41 -1.31 0.07
C -4.49 -0.33 -0.01
S -4.35 0.91 -1.12
N -3.73 -0.57 1.10
N -2.57 0.11 1.49
H -4.22 -2.97 3.40
H -3.63 -1.33 3.78
H -2.60 -2.44 2.89
H -6.13 -1.47 -0.60
H -2.61 1.03 1.06
H -1.80 -0.41 1.07
F 3.82 -2.59 -2.81
C 2.84 -2.78 -1.93
F 2.93 -1.83 -0.98
F 2.99 -3.97 -1.36
S 1.21 -2.64 -2.80
O 1.13 -1.26 -3.23
O 1.24 -3.66 -3.80
N 0.32 -2.92 -1.53
S -1.25 -2.82 -1.59
O -1.72 -1.57 -1.02
O -1.84 -3.26 -2.81
C -1.72 -4.11 -0.35
F -1.56 -3.71 0.90
F -1.01 -5.22 -0.54
F -3.02 -4.40 -0.54
```

The calculation returns the following relative energy (zero: lowest compared OMol25 entry of this formula, charge and spin) values, one per record and in order: 0.953 5.026 3.383 0.000 eV.